Below is 2 unconnected molecules or ions with the total composition C17H22N4O4 in a non-equilibrium geometry, with properties calculated with the ωB97M-V functional and the def2-TZVPD basis.

Output
Spin multiplicity = 1
Energy = -32134.90225 eV
SMILES = COc1ccc(C=C2C(=O)N(C)C(=O)N(C)C2=O)cc1.C=NN(C)C

Each atom is followed by the atoms it is bonded to, with distances in Å.
Positions of all 47 atoms, in Å:
1 C 0.058 3.439 5.315  C10 1.414, C22 1.381, H29 1.092
2 C 0.069 -0.846 6.631  N3 1.408, C24 1.471, O38 1.232
3 N 0.855 -1.996 6.838  C2 1.408, C17 1.447, C41 1.404
4 H 1.898 -2.328 8.618  C17 1.096
5 N -0.557 0.152 2.280  C28 1.452, C30 1.448, N45 1.318
6 O -2.375 -2.593 4.493  C27 1.241
7 H -1.577 -1.188 1.074  C30 1.101
8 C -2.184 3.616 6.258  C10 1.417, H25 1.087, C34 1.376
9 H -3.364 1.820 6.173  C34 1.091
10 C -0.917 4.198 6.002  C1 1.414, C8 1.417, O18 1.358
11 H 0.548 7.025 6.737  C44 1.091
12 C -1.392 1.478 5.401  C22 1.410, C33 1.463, C34 1.414
13 C -1.305 -4.737 5.609  H26 1.093, N36 1.444, H37 1.092, H43 1.083
14 H 0.855 6.140 5.197  C44 1.104
15 H -1.221 2.112 1.866  C28 1.097
16 H 2.859 -2.435 7.122  C17 1.093
17 C 2.061 -1.885 7.629  N3 1.447, H4 1.096, H16 1.093, H32 1.089
18 O -0.685 5.451 6.473  C10 1.358, C44 1.453
19 C 1.737 -0.098 2.254  H21 1.104, H42 1.095, N45 1.296
20 O 1.120 -4.269 6.886  C41 1.227
21 H 1.753 -1.122 1.841  C19 1.104
22 C -0.166 2.097 5.080  C1 1.381, C12 1.410, H47 1.090
23 H 1.416 5.446 6.767  C44 1.103
24 C -0.994 -0.993 5.625  C2 1.471, C27 1.468, C33 1.362
25 H -2.947 4.224 6.738  C8 1.087
26 H -1.308 -4.878 4.525  C13 1.093
27 C -1.457 -2.346 5.291  O6 1.241, C24 1.468, N36 1.400
28 C -1.624 1.125 2.123  N5 1.452, H15 1.097, H31 1.096, H35 1.095
29 H 1.017 3.882 5.042  C1 1.092
30 C -0.845 -1.213 1.896  N5 1.448, H7 1.101, H40 1.094, H46 1.103
31 H -2.206 1.220 3.047  C28 1.096
32 H 2.307 -0.828 7.723  C17 1.089
33 C -1.660 0.072 5.100  C12 1.463, C24 1.362, H39 1.095
34 C -2.403 2.290 5.963  C8 1.376, H9 1.091, C12 1.414
35 H -2.294 0.774 1.331  C28 1.095
36 N -0.816 -3.416 5.928  C13 1.444, C27 1.400, C41 1.405
37 H -2.331 -4.835 5.969  C13 1.092
38 O 0.305 0.184 7.264  C2 1.232
39 H -2.573 -0.178 4.550  C33 1.095
40 H 0.066 -1.721 1.564  C30 1.094
41 C 0.429 -3.306 6.570  N3 1.404, O20 1.227, N36 1.405
42 H 2.684 0.426 2.421  C19 1.095
43 H -0.653 -5.454 6.091  C13 1.083
44 C 0.629 6.041 6.273  H11 1.091, H14 1.104, O18 1.453, H23 1.103
45 N 0.665 0.582 2.517  N5 1.318, C19 1.296
46 H -1.300 -1.764 2.737  C30 1.103
47 H 0.622 1.517 4.600  C22 1.090